Entry from the Open Molecules 2025 dataset: a structure of composition C4H9N2O in a non-equilibrium geometry (wB97M-V/def2-TZVPD).

Computed properties:
Kohn-Sham gap = 10.38 eV
Strongest force on any atom = 4.8 eV Å⁻¹
LUMO level = -5.188 eV
Charge = +1
Energy relative to the best compared isomer or geometry (same formula, charge and spin) = 535.18 kJ/mol

```
16
Properties=species:S:1:pos:R:3:lowdin_charge:R:1
C 0.9078 0.2149 0.1464 -0.264
C 1.9320 -0.3677 1.0246 0.014
C 1.3065 1.1209 -0.9507 0.021
C -2.6985 -1.0976 -0.3044 0.222
N -0.3157 -0.1208 0.3138 0.174
N -1.5005 0.2429 0.2313 -0.192
O -1.9931 1.2433 0.6448 0.137
H 1.5189 -1.0830 1.7304 0.101
H 2.4088 0.4463 1.5813 0.121
H 2.7239 -0.8364 0.4356 0.116
H 0.5415 1.8692 -1.1546 0.102
H 1.4630 0.5530 -1.8715 0.119
H 2.2526 1.6066 -0.7138 0.107
H -2.6060 -1.8309 0.4805 0.074
H -2.3127 -1.4082 -1.2646 0.072
H -3.6282 -0.5526 -0.3290 0.076
```